Density functional theory data (the ωB97M-V functional and the def2-TZVPD basis) for a molecular structure, C27H70F6NO22S2V at a distorted geometry.

Structure (XYZ):
```
129
Properties=species:S:1:pos:R:3:forces:R:3:mulliken_charge:R:1
H 2.297660 -0.516402 -3.410727 0.6 0.3 -0.3 0.66
H 1.762145 -0.654409 -0.409381 0.1 -0.5 0.3 -0.94
C 0.585000 -2.761137 3.471571 0.5 0.1 1.6 -1.36
H -1.672971 -1.297375 7.164336 -0.7 -0.9 0.9 0.69
H -3.345673 0.739939 2.126133 0.2 -0.9 0.7 0.28
C 0.332585 2.663337 -6.395572 0.9 -0.7 0.1 -0.94
H 1.827554 4.999151 -2.293874 -0.4 0.3 -0.1 0.51
C 1.454239 -6.393715 -0.275649 -0.1 -1.1 -0.9 -0.73
O 1.068856 1.607635 1.202561 -0.8 -0.2 -0.6 -0.60
F -1.558632 3.127770 -2.734221 -0.7 1.1 -0.7 -0.27
H -2.617446 1.166574 6.136039 -0.2 0.6 0.0 0.31
C 1.649305 -0.640381 -2.559284 1.6 -1.6 1.4 -0.83
H 2.874044 2.669764 -6.533785 -0.3 -0.2 0.7 0.38
H -0.709643 -6.081419 1.636343 0.3 -0.2 -0.3 0.38
H 1.282218 3.043463 3.163746 0.0 0.3 0.0 0.10
H -1.085095 1.923949 6.827911 -0.2 0.8 0.0 0.25
C -5.687716 -2.416297 1.505710 0.4 -0.4 -0.4 -0.72
C 2.342418 -0.609215 2.615261 0.2 1.4 -0.6 -1.05
O -5.150868 -1.146672 1.258681 0.0 0.3 2.6 -0.35
O 1.008634 -0.833883 2.152420 0.0 -0.3 -0.3 2.57
C -1.297727 2.069555 -2.014734 2.0 -0.1 -0.8 0.41
H 3.922962 1.119839 0.628519 -0.1 -0.2 -0.2 0.03
C 2.501011 2.084061 -5.652362 -1.1 -1.6 -1.8 -0.69
H 2.519531 3.377120 -2.088282 -0.7 -0.5 0.1 -0.70
H 2.466518 5.933157 -0.427763 0.1 -0.1 0.0 0.31
H -4.948305 -0.992227 0.371731 0.5 0.1 -2.2 0.22
C 2.466821 -0.513652 -1.218377 -1.1 0.6 -1.7 0.28
C 1.237880 2.503223 4.100231 1.5 0.3 -0.1 -0.87
O 4.030100 3.425781 -4.357742 0.5 0.4 0.9 -0.50
C -1.710282 1.063553 6.718701 0.9 -1.2 -1.2 -0.96
O -0.359116 -1.968066 4.207185 0.1 0.0 0.5 -0.38
H 0.159697 -3.753158 3.404974 0.5 -0.7 0.1 0.71
H 4.889031 0.691560 -0.822654 0.9 -0.4 -0.2 0.33
H 1.855224 -7.057910 0.456957 -0.1 -0.9 0.6 0.31
H 0.368197 -4.911319 -0.346796 -1.1 1.2 -0.1 0.45
H 4.275194 1.536970 -4.700519 0.7 -0.7 -0.6 0.41
C 3.149856 4.395282 -3.855911 -0.8 1.7 -1.2 -0.63
H 0.271557 -4.132532 -5.172330 0.5 0.1 0.5 0.41
H 0.820746 3.142924 4.873564 -1.0 -0.3 0.0 0.30
H 2.267751 4.344673 -4.501051 -0.3 0.3 0.2 0.20
H 1.378903 -2.804927 1.499895 0.0 0.2 -0.1 0.63
C -1.554558 -2.736442 -0.887896 -1.8 -1.5 -0.1 -0.48
C 0.980701 -2.428761 -4.007257 1.1 0.3 0.3 -0.36
O -3.117458 0.533613 -0.821720 0.1 1.0 -0.4 -0.59
O -0.473974 -3.605384 -1.195339 -0.3 0.2 0.1 -0.57
H 3.139436 -4.103637 -4.429057 -0.4 -1.0 0.4 0.23
H -6.175769 -2.391715 2.477923 0.2 -0.1 0.0 0.24
H -5.341572 7.469732 -2.674316 -1.0 0.3 -0.5 0.30
C 2.540201 -5.051600 -4.216513 1.8 1.5 -0.6 -0.76
O 1.164544 2.416139 -5.291840 0.6 0.4 1.0 0.07
H 2.283480 2.384426 4.463008 -0.3 -0.3 -0.4 0.23
C -1.165967 4.753444 1.244600 1.4 -1.9 1.2 0.58
C -2.948571 0.138792 2.986729 -0.3 1.1 -1.0 -0.93
H 2.492970 0.986202 -5.970528 0.0 1.1 0.0 0.39
H -3.575446 -0.768290 3.051455 0.3 0.7 0.5 0.29
H 2.525428 0.452857 2.263892 0.4 -1.5 0.7 -0.45
C 0.678552 -2.212535 2.096024 -1.1 0.0 -0.2 -0.84
H -5.486044 4.935815 -2.047283 -0.2 0.5 0.3 0.31
H 0.578576 3.647471 -6.800331 -0.2 -0.1 -0.5 0.31
H 2.378402 -5.990549 -0.716645 -0.5 0.4 -0.4 0.22
O -1.482534 2.690255 2.913382 0.3 0.2 0.1 -0.63
H 3.131831 4.431632 0.264557 0.0 0.3 0.2 0.09
C -1.546102 -7.598089 2.578566 0.5 -1.2 -0.1 -0.66
H 3.144995 -5.733606 -3.634916 0.2 -0.2 0.0 0.25
O 0.636734 -5.469806 0.379652 0.6 0.0 0.5 -0.45
H -2.486110 -3.058388 -1.423419 0.7 -0.1 0.4 0.32
N -1.854242 2.101230 0.639812 1.1 -1.1 -0.8 -1.23
H -1.435420 -1.731140 -1.187981 0.7 1.0 -0.2 0.09
H -0.633533 -7.976438 3.067143 -0.1 -0.2 -0.2 0.27
H 0.814830 -6.935937 -1.039515 1.2 0.3 0.6 0.28
V -0.231608 0.702768 1.254357 -0.2 -0.3 -1.4 0.98
H -0.760839 -3.226845 5.873259 -0.2 0.3 -0.4 0.34
H -6.416692 -2.628302 0.762193 -1.1 -0.3 -0.6 0.38
H 2.333572 -5.454961 -5.194583 -0.3 -0.5 -0.5 0.35
H 0.937462 0.129317 -2.565916 -1.4 0.8 -0.1 -0.06
F 0.160853 4.478420 1.262585 -0.3 0.0 -0.3 -0.21
H 4.103967 2.289500 -0.677905 0.5 0.1 0.1 0.11
H 0.558405 1.826013 -7.069537 -0.6 0.5 -0.7 0.38
C -1.478692 -1.198919 6.125288 0.1 0.7 -1.8 -0.47
H -5.046500 7.390435 -0.934492 -0.4 1.0 0.8 0.27
H 0.339152 -1.786640 -4.599944 -0.5 0.2 0.1 0.30
C -0.486670 -2.186115 5.629553 1.0 -0.6 -0.2 -0.90
H 3.252786 -1.278719 -1.253507 0.3 0.4 0.3 0.63
O -1.414798 -6.255491 2.268870 -0.5 1.1 0.2 -0.40
H -0.692117 2.622034 -6.056144 -0.2 0.0 0.0 0.18
H 4.161244 5.874296 -0.008502 1.0 0.7 0.9 0.32
O 3.776249 4.861429 -1.615871 0.1 0.2 -1.6 -0.46
F -1.498905 5.122460 0.049821 -0.5 0.7 -1.1 -0.13
H -1.786437 -8.243410 1.705695 0.2 0.3 0.3 0.25
O -0.397902 -0.052429 -0.176491 0.5 1.0 2.2 0.20
O 1.116743 -1.971893 -2.640394 -0.7 0.0 -0.5 -0.25
H -1.779834 -2.785197 0.180750 0.0 0.1 0.0 0.17
O 2.852702 0.859091 -1.213853 1.3 -0.4 0.5 0.14
S -2.663916 1.900015 -0.781975 -1.0 0.4 1.8 0.77
O -1.610014 -0.222690 2.625622 1.4 -0.8 0.1 1.64
H 0.204631 0.889809 4.551060 -0.4 -0.2 0.5 0.08
H -0.436749 -3.916203 -3.565007 0.4 -0.3 -0.1 0.31
H 1.987457 -2.291548 -4.399099 0.1 -0.2 -0.5 0.40
H -1.130364 -0.877833 3.253631 -1.2 1.1 -0.5 -0.24
H -2.367958 -1.353329 5.435520 0.4 0.8 1.1 0.08
H 1.589142 -2.688101 3.983255 -1.0 -0.5 -0.3 0.33
S -2.114885 3.203563 1.734933 0.2 1.1 0.4 0.77
C -5.094943 6.845482 -1.839646 1.9 -0.7 0.1 -0.56
F -0.027717 2.236951 -1.595761 -0.8 0.0 0.8 -0.17
C 2.703208 4.384080 -2.432290 1.5 -1.1 0.8 0.77
C 0.519029 -3.870078 -4.116401 -0.7 0.3 0.6 -1.08
H -4.965100 -3.249268 1.410970 0.0 0.4 0.5 0.23
H 2.433563 -0.695523 3.698954 -0.3 0.2 0.0 0.23
C 3.431993 2.162367 -4.527795 1.0 0.6 0.8 -0.13
H 2.994682 -1.370584 2.170216 0.0 0.4 -0.2 0.38
H 3.033436 1.769454 -3.611010 -0.7 0.0 0.6 -0.05
H -0.333435 -2.261263 1.679255 0.4 0.0 -0.4 -0.11
H 0.451035 -1.999142 6.164905 0.3 0.0 -0.4 0.36
H 0.208102 -3.052944 -1.588055 0.4 0.3 -0.3 0.76
O -3.445890 3.666822 1.786200 -1.2 0.3 0.1 -0.63
H -2.349969 -7.735711 3.291728 -0.2 0.2 0.1 0.24
H 3.581958 5.420259 -3.967276 0.1 -0.9 -0.4 0.31
O -0.868602 0.105711 6.042554 -0.7 -0.4 -0.3 -0.39
O 1.414406 -4.779319 -3.489412 -1.7 0.3 0.4 -0.15
C 3.365105 5.297213 -0.379338 -1.3 -0.7 0.4 -0.57
O 0.633721 1.271900 3.786707 0.0 0.0 0.3 0.36
C 4.048440 1.228851 -0.455217 -2.3 0.4 -0.5 -0.54
H -2.919137 0.894344 3.798282 -0.2 -1.0 0.1 0.11
O -5.860507 5.700869 -1.576445 -0.2 -0.7 -0.7 -0.49
F -1.273964 1.017989 -2.814529 -0.5 -0.6 -0.2 -0.24
H -1.940774 0.642341 7.664910 -0.4 -0.1 1.2 0.45
O -3.549574 3.025248 -0.996356 0.9 -1.3 -0.2 -0.49
F -1.351997 5.693759 2.143548 -0.6 0.5 0.1 -0.22
H -4.032100 6.625788 -2.025514 -0.1 -0.4 0.0 0.17
```
Positions in Å, forces in eV/Å.

Its spin multiplicity is 1. For the total energy, the calculation gives -139323.8037 eV. The HOMO-LUMO gap comes out at 8.737 eV. For the HOMO energy, the calculation gives -0.33459 hartree. The calculation puts the lowest unoccupied orbital energy at -0.368 eV.